(1)
{"formula": "C29H51Cl2IrN4O4Si", "method": "wB97M-V/def2-TZVPD", "elements": ["C", "C", "H", "H", "H", "C", "C", "H", "H", "H", "H", "Ir", "Cl", "C", "O", "N", "C", "C", "H", "H", "H", "H", "H", "H", "H", "H", "H", "C", "C", "N", "H", "C", "O", "H", "H", "H", "H", "H", "H", "C", "C", "N", "H", "C", "O", "H", "H", "H", "H", "O", "C", "C", "C", "H", "C", "H", "C", "H", "C", "C", "H", "H", "H", "Si", "Cl", "C", "C", "C", "H", "H", "H", "H", "H", "H", "H", "H", "H", "C", "C", "C", "C", "C", "C", "N", "H", "H", "H", "H", "H", "H", "H", "H"], "xyz": [[3.33188, 1.62695, -3.82136], [4.48728, 0.69924, -3.62988], [3.67797, 2.65860, -3.89691], [2.66667, 1.58336, -2.96124], [2.75101, 1.40064, -4.70997], [5.74938, 0.94425, -3.98467], [6.29921, 2.16115, -4.64262], [6.48237, 0.17038, -3.77096], [5.80773, 3.06239, -4.26941], [6.11489, 2.13604, -5.71879], [7.36886, 2.27929, -4.49669], [-2.68347, 1.10018, 1.73058], [-1.47901, 1.43991, -0.19738], [-1.74248, -1.49400, 0.89644], [-1.87190, -0.78352, 1.91062], [-1.15854, -2.69151, 0.91518], [-0.28748, -3.09407, 2.00134], [-1.36297, -3.63451, -0.16410], [-2.10889, -1.16340, -0.07300], [-0.46590, -2.44763, 2.85152], [0.75555, -3.01159, 1.69618], [-0.48697, -4.12828, 2.28236], [-2.08741, -3.23684, -0.86734], [-1.73518, -4.58345, 0.22269], [-0.42748, -3.81876, -0.69254], [-5.10438, -1.07628, 5.99301], [-7.45766, -0.04237, 5.04101], [-4.83718, -0.02037, 5.95080], [-6.89842, 0.88527, 4.91764], [-5.48008, 0.61288, 4.81694], [-3.76381, 0.07556, 5.84342], [-4.80060, 0.92176, 3.71203], [-3.58575, 0.69057, 3.56959], [-7.24261, 1.38088, 4.01587], [-5.37857, 1.39968, 2.92391], [-5.15384, 0.45461, 6.87956], [-7.10500, 1.52983, 5.77244], [-0.17467, 5.21403, 1.19086], [1.29926, 2.96989, 1.14525], [-0.25452, 5.08014, 2.26929], [1.30738, 3.15915, 2.21732], [0.02245, 3.70396, 2.62069], [-1.26181, 5.34515, 2.57549], [-0.93238, 2.91821, 3.10142], [-1.02525, 1.69972, 2.84999], [1.46800, 2.21866, 2.72836], [-1.62928, 3.41496, 3.78098], [0.45244, 5.74805, 2.76033], [2.10233, 3.86640, 2.45160], [4.33082, -0.53574, -1.55103], [4.15310, -0.61431, -2.95849], [6.12237, -2.21163, -2.84816], [4.99870, -1.74015, -3.51292], [6.38643, -1.77826, -1.89552], [6.88973, -3.22945, -3.40022], [3.10577, -0.84850, -3.17621], [4.65412, -2.30267, -4.73943], [7.76328, -3.58825, -2.87118], [6.54096, -3.78715, -4.62043], [5.41686, -3.31932, -5.28989], [3.78562, -1.93112, -5.26962], [7.13907, -4.58055, -5.04924], [5.13467, -3.74862, -6.24240], [3.29019, -1.19828, -0.42119], [-3.54094, 3.26076, 1.83657], [4.32222, -1.29983, 1.13478], [2.72952, -2.90337, -0.96556], [1.79939, -0.10056, -0.12656], [5.31445, -1.69758, 0.92570], [3.85473, -1.94297, 1.88030], [4.45044, -0.31542, 1.58398], [2.09913, 0.89032, 0.21269], [1.15153, -0.52721, 0.64035], [1.20725, 0.02241, -1.03104], [3.56720, -3.51191, -1.30484], [2.00088, -2.85365, -1.77327], [2.25753, -3.43157, -0.13658], [-3.93165, -1.09454, -1.39475], [-4.74399, -0.10621, -0.63048], [-5.99933, 0.06545, -1.16621], [-6.60594, 1.02070, -0.47551], [-5.73818, 1.45608, 0.49374], [-6.36924, 2.64419, 1.24702], [-4.51891, 0.72187, 0.48059], [-4.45488, -1.47815, -2.29903], [-3.82498, -1.99851, -0.77282], [-3.02099, -0.61166, -1.81116], [-6.43271, -0.44119, -2.02114], [-7.60016, 1.39951, -0.68801], [-7.34055, 2.30382, 1.67036], [-5.91085, 3.17190, 2.08813], [-6.59380, 3.44618, 0.51081]], "forces_ev_per_angstrom": [[0.331, 0.545, 0.309], [0.356, 0.042, -0.033], [-0.092, 0.026, -0.126], [-0.148, -0.070, 0.081], [-0.104, -0.131, -0.187], [0.032, -0.336, 0.273], [-0.458, 0.517, -0.111], [-0.106, 0.004, -0.094], [0.060, 0.064, -0.039], [0.061, -0.021, -0.071], [0.072, -0.113, 0.083], [-2.153, 1.330, -3.224], [1.057, 0.238, -1.376], [-0.069, -0.355, 0.398], [1.343, -2.621, 0.032], [0.015, 0.082, 0.098], [-0.230, -0.091, 0.183], [0.366, 0.126, -0.371], [-0.077, -0.113, 0.145], [0.023, 0.060, 0.116], [0.078, -0.004, -0.053], [-0.041, 0.013, 0.009], [-0.021, 0.034, -0.042], [-0.036, 0.039, 0.100], [0.071, -0.084, -0.047], [0.009, -0.069, 0.023], [-0.002, -0.050, 0.003], [0.041, -0.074, -0.004], [-0.140, -0.007, -0.014], [0.291, 0.230, -0.301], [0.112, -0.040, -0.005], [-0.329, -0.173, 0.579], [-1.024, -0.736, 2.036], [-0.009, 0.037, -0.108], [-0.043, -0.032, -0.017], [-0.043, 0.069, -0.062], [0.049, 0.021, 0.026], [-0.058, -0.083, -0.075], [0.188, -0.064, -0.164], [0.091, 0.257, 0.511], [-0.471, -0.134, -0.679], [0.668, 0.122, 0.079], [-0.105, -0.048, -0.027], [-0.251, -0.146, 0.274], [2.084, 0.654, 1.762], [0.063, -0.124, 0.085], [-0.284, -0.012, -0.350], [0.089, 0.088, -0.006], [-0.082, 0.050, 0.097], [-0.334, 0.226, 0.245], [0.278, -0.499, 0.073], [-0.117, -0.063, -0.021], [-0.152, -0.299, -0.134], [0.028, 0.029, 0.094], [0.017, -0.017, -0.014], [-0.123, -0.006, -0.104], [0.098, -0.023, 0.083], [0.017, -0.003, 0.002], [-0.004, 0.019, 0.000], [0.005, 0.007, -0.017], [-0.060, -0.002, -0.018], [-0.002, -0.010, 0.003], [-0.001, -0.012, -0.014], [0.211, 0.221, 0.063], [0.023, 2.100, 0.335], [-0.064, -0.009, -0.098], [0.057, 0.102, 0.012], [0.374, -0.265, -0.146], [0.050, -0.065, -0.044], [-0.063, -0.048, 0.066], [0.004, 0.083, -0.005], [0.028, 0.047, 0.001], [-0.102, -0.008, 0.052], [-0.152, 0.043, -0.063], [0.076, -0.016, -0.038], [-0.061, 0.018, -0.133], [-0.048, -0.018, 0.101], [0.771, -0.397, -0.067], [-0.679, -0.582, -0.807], [1.206, -2.097, -1.702], [-1.650, 2.118, 1.501], [-0.514, 0.821, 0.871], [-0.440, 0.370, 0.709], [-1.939, 0.083, -1.409], [-0.092, 0.623, 0.711], [0.826, 0.111, -0.342], [0.087, -0.759, 0.593], [0.374, -0.127, 0.044], [0.155, 0.179, 0.298], [0.263, 0.116, -0.477], [0.330, -0.414, -0.361], [0.142, -0.491, 0.441]], "homo_ev": [-5.95, -6.01], "fmax_ev_per_a": 4.10, "e_above_lowest_ev": 0.975, "multiplicity": 5}

(2)
{"formula": "C5H10O2", "method": "wB97M-V/def2-TZVPD", "elements": ["C", "C", "O", "C", "C", "C", "O", "H", "H", "H", "H", "H", "H", "H", "H", "H", "H"], "xyz": [[1.81701, 0.16528, -0.81073], [1.07542, -1.13309, -0.63681], [1.14268, -1.83339, 0.35698], [-1.13654, 0.00068, 0.60506], [-0.90501, 1.40095, 1.08180], [-1.43235, -0.32313, -0.66082], [-1.01576, -0.90829, 1.60541], [1.42205, 0.73334, -1.65761], [2.85742, -0.10212, -1.02380], [1.80594, 0.77989, 0.09380], [-0.00241, 1.44400, 1.70168], [-1.74811, 1.70135, 1.71113], [-0.81492, 2.10470, 0.25025], [-1.67798, -1.34341, -0.94126], [0.52274, -1.47175, -1.52969], [-1.45285, 0.43177, -1.44080], [-0.45734, -1.64678, 1.29540]], "forces_ev_per_angstrom": [[0.051, 0.026, 0.022], [0.211, -0.204, 0.060], [0.095, 0.209, -0.407], [-0.166, 0.217, -0.210], [-0.022, 0.060, 0.014], [-0.110, 0.024, 0.156], [-0.005, -0.028, -0.042], [0.056, -0.091, 0.145], [-0.024, 0.089, -0.010], [-0.014, -0.198, -0.085], [-0.130, -0.024, -0.108], [0.102, 0.046, -0.015], [-0.078, -0.111, 0.112], [0.053, 0.133, 0.105], [0.227, -0.156, 0.041], [-0.087, -0.050, 0.199], [-0.159, 0.057, 0.023]], "homo_ev": -9.14, "smiles": "C=C(C)O.CC=O", "fmax_ev_per_a": 0.47, "e_above_lowest_ev": 2.045, "multiplicity": 1}

Q: Number 1 is which compound?
A: C29H51Cl2IrN4O4Si

Q: Look up the multiplicity of the second one.
A: 1

Q: The highest multiplicity belongs to which entry?
A: C29H51Cl2IrN4O4Si

Q: multiplicity of number 2 (C5H10O2)?
A: 1